An isolated ion of composition C3H6NOS2 and charge +1, computed with ωB97M-V/def2-TZVPD.

```
13
Properties=species:S:1:pos:R:3:nbo_charge:R:1
C -1.254 -0.031 0.637 -0.204
C -2.257 0.492 -0.094 0.220
C 1.217 -0.331 0.198 0.034
N 0.029 0.118 -0.006 -0.508
O -2.027 0.975 -1.337 -0.652
S 1.537 -1.592 1.418 0.193
S 2.417 0.512 -0.748 0.206
H -1.425 -0.397 1.595 0.252
H -3.274 0.739 0.290 0.246
H -0.015 0.888 -0.669 0.406
H -1.144 0.718 -1.856 0.493
H 2.866 -1.731 1.094 0.171
H 3.331 -0.360 -0.521 0.144
```

Values from the calculation:
Highest occupied orbital energy: -13.4 eV
Energy above the lowest of the compared OMol25 structures with the same formula, charge and spin: 0.654 eV
Gap between HOMO and LUMO: 8.678 eV
Total charge: +1